Record 1
{
  "formula": "C22H24FN3O3",
  "method": "the ωB97M-V functional and the def2-TZVPD basis",
  "symbols": ["O", "C", "C", "C", "C", "C", "C", "C", "N", "C", "C", "C", "C", "N", "C", "O", "C", "C", "C", "C", "F", "C", "C", "C", "C", "N", "C", "O", "C", "H", "H", "H", "H", "H", "H", "H", "H", "H", "H", "H", "H", "H", "H", "H", "H", "H", "H", "H", "H", "H", "H", "H", "H"],
  "xyz": [[-0.664, 0.822, -1.758], [0.190, 1.470, -2.341], [0.373, 2.929, -2.194], [-0.132, 3.627, -1.174], [0.162, 5.084, -0.926], [-1.095, 5.588, -0.214], [-1.509, 4.406, 0.674], [-1.057, 3.141, -0.086], [1.110, 0.866, -3.173], [1.380, -0.550, -2.973], [2.286, -0.734, -1.789], [2.622, -2.053, -1.064], [3.159, -1.046, -0.015], [3.464, -1.463, 1.343], [4.085, -0.512, 2.163], [5.242, -0.613, 2.519], [3.274, 0.647, 2.573], [1.925, 0.859, 2.617], [1.748, 2.178, 3.135], [0.642, 2.979, 3.432], [-0.591, 2.467, 3.240], [0.787, 4.256, 3.899], [2.084, 4.771, 4.101], [3.211, 4.028, 3.844], [3.027, 2.727, 3.358], [3.939, 1.769, 3.015], [4.279, -0.381, -0.830], [3.598, -0.192, -2.080], [1.972, -0.139, -0.406], [1.030, 3.425, -2.901], [1.019, 5.149, -0.244], [0.423, 5.628, -1.833], [-0.922, 6.504, 0.351], [-1.874, 5.802, -0.951], [-1.026, 4.465, 1.651], [-2.583, 4.401, 0.855], [-1.879, 2.562, -0.498], [-0.520, 2.448, 0.566], [1.922, 1.419, -3.400], [0.434, -1.057, -2.795], [1.838, -0.964, -3.871], [1.744, -2.590, -0.712], [3.340, -2.715, -1.550], [4.092, -2.261, 1.313], [1.158, 0.154, 2.350], [-0.091, 4.849, 4.114], [2.188, 5.780, 4.476], [4.200, 4.432, 4.012], [4.939, 1.803, 3.115], [4.589, 0.584, -0.418], [5.157, -1.016, -0.972], [2.083, 0.939, -0.289], [1.017, -0.484, -0.018]],
  "lumo_energy_ev": 0.17,
  "de_lowest_kj_mol": 218.2,
  "homo_energy_ev": -8.491,
  "charge": 0,
  "homo_lumo_gap_ev": 8.67,
  "energy_ha": -1342.59489
}



Record 2
{
  "formula": "C22H24FN3O7SW",
  "method": "the ωB97M-V functional and the def2-TZVPD basis",
  "symbols": ["W", "C", "C", "C", "C", "C", "C", "H", "H", "H", "H", "H", "H", "C", "C", "N", "C", "C", "C", "O", "O", "C", "O", "C", "C", "C", "F", "C", "C", "C", "N", "C", "C", "N", "C", "C", "H", "H", "H", "H", "H", "H", "H", "H", "H", "H", "H", "H", "H", "H", "H", "H", "H", "H", "O", "S", "O", "O", "O"],
  "xyz": [[0.496, -0.165, 4.232], [1.837, -0.633, 6.635], [2.707, -0.782, 5.572], [2.295, -1.477, 4.376], [1.063, -2.316, 4.442], [0.277, -2.245, 5.639], [0.585, -1.335, 6.656], [2.151, -0.113, 7.533], [3.721, -0.399, 5.633], [3.066, -1.777, 3.661], [0.997, -3.203, 3.804], [-0.523, -2.970, 5.783], [-0.015, -1.318, 7.558], [-3.945, -0.797, -1.806], [-3.509, 0.559, -1.256], [-2.388, 0.400, -0.345], [-2.647, 0.323, 0.976], [-1.699, 0.029, 1.922], [-2.097, 0.022, 3.362], [-3.077, 0.559, 3.796], [-1.269, -0.707, 4.123], [-0.342, -0.157, 1.513], [0.628, -0.413, 2.406], [-0.045, 0.015, 0.133], [1.278, -0.035, -0.329], [1.558, 0.109, -1.668], [2.854, 0.046, -2.043], [0.555, 0.294, -2.622], [-0.766, 0.370, -2.152], [-1.087, 0.255, -0.809], [0.784, 0.446, -3.997], [0.148, -0.492, -4.899], [-0.059, 0.173, -6.259], [1.259, 0.615, -6.787], [1.929, 1.530, -5.825], [2.095, 0.822, -4.482], [-4.774, -0.675, -2.498], [-4.266, -1.445, -0.995], [-3.124, -1.281, -2.326], [-4.331, 1.017, -0.705], [-3.236, 1.240, -2.063], [-3.660, 0.516, 1.291], [2.083, -0.184, 0.375], [-1.535, 0.545, -2.883], [-0.818, -0.797, -4.498], [0.763, -1.400, -5.027], [-0.697, 1.052, -6.153], [-0.523, -0.526, -6.957], [1.145, 1.071, -7.699], [1.854, -0.212, -6.921], [1.307, 2.417, -5.702], [2.902, 1.828, -6.216], [2.562, 1.518, -3.787], [2.761, -0.047, -4.600], [-0.302, 1.759, 3.463], [0.544, 2.194, 4.605], [0.687, 3.549, 4.911], [0.037, 1.233, 5.659], [1.804, 1.397, 4.253]],
  "lumo_energy_ev": [-6.42, -6.44],
  "homo_energy_ev": [-11.974, -12.230],
  "charge": 2,
  "homo_lumo_gap_ev": [5.55, 5.79],
  "energy_ha": -2108.28550
}



Record 3
{
  "formula": "C22H24FN5O4S",
  "method": "the ωB97M-V functional and the def2-TZVPD basis",
  "symbols": ["C", "C", "O", "C", "C", "C", "S", "O", "O", "N", "C", "C", "C", "C", "C", "C", "C", "F", "C", "C", "C", "C", "C", "O", "C", "C", "C", "C", "N", "C", "N", "N", "N", "H", "H", "H", "H", "H", "H", "H", "H", "H", "H", "H", "H", "H", "H", "H", "H", "H", "H", "H", "H", "H", "H", "H", "H"],
  "xyz": [[-2.402, -1.519, -3.567], [-1.667, -0.340, -4.193], [-1.423, 0.710, -3.267], [-0.447, 0.571, -2.334], [0.452, -0.488, -2.263], [1.411, -0.555, -1.275], [2.416, -2.056, -1.242], [3.785, -1.729, -1.004], [2.079, -2.777, -2.437], [1.893, -2.993, 0.024], [2.293, -2.598, 1.352], [1.243, -1.786, 2.042], [-0.013, -1.689, 1.611], [-0.978, -0.790, 2.270], [-0.993, -0.663, 3.658], [-1.865, 0.204, 4.287], [-2.727, 0.961, 3.512], [-3.579, 1.808, 4.120], [-2.741, 0.859, 2.133], [-1.871, -0.024, 1.522], [-0.495, -2.465, 0.412], [0.544, -3.495, -0.051], [1.548, 0.450, -0.318], [2.526, 0.314, 0.591], [2.755, 1.359, 1.525], [3.989, 0.986, 2.331], [0.650, 1.513, -0.371], [-0.336, 1.568, -1.349], [-1.234, 2.637, -1.285], [-2.060, 3.197, -2.207], [-2.708, 4.177, -1.638], [-2.290, 4.218, -0.378], [-1.425, 3.330, -0.147], [-2.663, -2.232, -4.343], [-3.315, -1.174, -3.086], [-1.785, -2.021, -2.826], [-2.297, 0.128, -4.955], [-0.732, -0.661, -4.663], [0.441, -1.301, -2.970], [3.215, -2.023, 1.243], [2.520, -3.503, 1.933], [1.571, -1.235, 2.911], [-0.326, -1.268, 4.254], [-1.887, 0.299, 5.361], [-3.419, 1.469, 1.560], [-1.876, -0.100, 0.446], [-1.427, -2.976, 0.669], [-0.718, -1.774, -0.403], [0.374, -3.789, -1.087], [0.491, -4.386, 0.582], [2.924, 2.304, 0.993], [1.880, 1.472, 2.180], [3.807, 0.083, 2.906], [4.245, 1.794, 3.009], [4.821, 0.802, 1.657], [0.668, 2.309, 0.355], [-2.145, 2.885, -3.223]],
  "lumo_energy_ev": -0.07,
  "de_lowest_kj_mol": 0.0,
  "smiles": "CCOc1cc(S(=O)(=O)N2CC=C(c3ccc(F)cc3)CC2)c(OCC)cc1-n1cnnn1",
  "homo_energy_ev": -8.735,
  "charge": 0,
  "homo_lumo_gap_ev": 8.66,
  "energy_ha": -1925.46217
}



Record 4
{
  "formula": "C22H24I2N4PRhS2",
  "method": "the ωB97M-V functional and the def2-TZVPD basis",
  "symbols": ["Rh", "I", "C", "I", "H", "H", "N", "C", "C", "C", "C", "C", "C", "P", "C", "C", "C", "C", "C", "C", "C", "C", "C", "C", "C", "C", "H", "H", "H", "H", "H", "H", "H", "H", "H", "H", "H", "H", "H", "H", "H", "H", "S", "C", "N", "C", "N", "C", "N", "S", "H", "H", "H", "H", "H", "H"],
  "xyz": [[-0.640, 0.645, -0.879], [-2.759, 1.154, 1.439], [-4.069, 0.431, 0.037], [-3.239, 0.242, -1.887], [-4.983, 1.064, -0.117], [-4.282, -0.602, 0.355], [1.348, 0.344, -2.023], [1.509, -1.099, -2.209], [2.021, -1.589, -3.393], [2.221, -2.966, -3.600], [1.906, -3.874, -2.580], [1.358, -3.378, -1.410], [1.151, -1.990, -1.210], [0.146, -1.493, 0.272], [1.207, -1.127, 1.669], [2.604, -1.356, 1.673], [3.397, -0.994, 2.776], [2.754, -0.457, 3.893], [1.398, -0.217, 3.902], [0.611, -0.532, 2.777], [-0.967, -2.826, 0.690], [-0.731, -3.629, 1.809], [-1.530, -4.759, 2.031], [-2.608, -4.969, 1.188], [-2.908, -4.058, 0.157], [-2.045, -3.051, -0.138], [2.031, 0.692, -1.330], [1.421, 0.875, -2.896], [2.358, -0.952, -4.223], [2.619, -3.232, -4.628], [2.051, -4.969, -2.739], [1.088, -3.929, -0.549], [3.086, -1.740, 0.743], [4.436, -1.266, 2.783], [3.378, -0.090, 4.722], [0.947, 0.258, 4.757], [-0.456, -0.227, 2.713], [0.144, -3.398, 2.372], [-1.344, -5.382, 2.874], [-3.237, -5.795, 1.331], [-3.792, -4.206, -0.405], [-2.202, -2.405, -1.020], [1.900, 3.337, 1.535], [0.688, 2.860, 0.623], [-0.189, 2.631, -0.163], [-0.882, 6.912, 0.195], [-0.165, 5.838, -0.523], [-0.425, 5.427, -1.762], [-1.157, 6.149, -2.598], [0.252, 3.918, -2.297], [-1.189, 6.542, 1.207], [-1.743, 7.313, -0.330], [-0.194, 7.756, 0.372], [0.474, 5.255, -0.039], [-1.368, 7.104, -2.411], [-1.400, 5.812, -3.537]],
  "lumo_energy_ev": [-5.59, -7.86],
  "de_lowest_kj_mol": 0.0,
  "homo_energy_ev": [-13.311, -14.015],
  "charge": 2,
  "homo_lumo_gap_ev": [7.73, 6.16],
  "spin_multiplicity": 5,
  "energy_ha": -2914.83632,
  "s_squared": 6.0185
}



> Number 2 is which compound?

C22H24FN3O7SW



Please write out number 2 again, unchanged.
{
  "formula": "C22H24FN3O7SW",
  "method": "the ωB97M-V functional and the def2-TZVPD basis",
  "symbols": ["W", "C", "C", "C", "C", "C", "C", "H", "H", "H", "H", "H", "H", "C", "C", "N", "C", "C", "C", "O", "O", "C", "O", "C", "C", "C", "F", "C", "C", "C", "N", "C", "C", "N", "C", "C", "H", "H", "H", "H", "H", "H", "H", "H", "H", "H", "H", "H", "H", "H", "H", "H", "H", "H", "O", "S", "O", "O", "O"],
  "xyz": [[0.496, -0.165, 4.232], [1.837, -0.633, 6.635], [2.707, -0.782, 5.572], [2.295, -1.477, 4.376], [1.063, -2.316, 4.442], [0.277, -2.245, 5.639], [0.585, -1.335, 6.656], [2.151, -0.113, 7.533], [3.721, -0.399, 5.633], [3.066, -1.777, 3.661], [0.997, -3.203, 3.804], [-0.523, -2.970, 5.783], [-0.015, -1.318, 7.558], [-3.945, -0.797, -1.806], [-3.509, 0.559, -1.256], [-2.388, 0.400, -0.345], [-2.647, 0.323, 0.976], [-1.699, 0.029, 1.922], [-2.097, 0.022, 3.362], [-3.077, 0.559, 3.796], [-1.269, -0.707, 4.123], [-0.342, -0.157, 1.513], [0.628, -0.413, 2.406], [-0.045, 0.015, 0.133], [1.278, -0.035, -0.329], [1.558, 0.109, -1.668], [2.854, 0.046, -2.043], [0.555, 0.294, -2.622], [-0.766, 0.370, -2.152], [-1.087, 0.255, -0.809], [0.784, 0.446, -3.997], [0.148, -0.492, -4.899], [-0.059, 0.173, -6.259], [1.259, 0.615, -6.787], [1.929, 1.530, -5.825], [2.095, 0.822, -4.482], [-4.774, -0.675, -2.498], [-4.266, -1.445, -0.995], [-3.124, -1.281, -2.326], [-4.331, 1.017, -0.705], [-3.236, 1.240, -2.063], [-3.660, 0.516, 1.291], [2.083, -0.184, 0.375], [-1.535, 0.545, -2.883], [-0.818, -0.797, -4.498], [0.763, -1.400, -5.027], [-0.697, 1.052, -6.153], [-0.523, -0.526, -6.957], [1.145, 1.071, -7.699], [1.854, -0.212, -6.921], [1.307, 2.417, -5.702], [2.902, 1.828, -6.216], [2.562, 1.518, -3.787], [2.761, -0.047, -4.600], [-0.302, 1.759, 3.463], [0.544, 2.194, 4.605], [0.687, 3.549, 4.911], [0.037, 1.233, 5.659], [1.804, 1.397, 4.253]],
  "lumo_energy_ev": [-6.42, -6.44],
  "homo_energy_ev": [-11.974, -12.230],
  "charge": 2,
  "homo_lumo_gap_ev": [5.55, 5.79],
  "energy_ha": -2108.28550
}